Density functional theory data (ωB97M-V/def2-TZVPD) for C37H64BCl2EuN8O4 as an isolated structure.

Element x y z (Å)
Eu 9.755406 11.098039 11.508643
Cl 12.030625 4.996110 12.008395
Cl 14.355412 6.165270 13.276921
O 9.062016 8.719072 10.502884
O 8.821881 10.819610 8.776437
O 9.800970 12.932947 9.942022
O 6.071126 10.795501 10.833919
N 12.271923 10.980432 11.895831
N 8.371954 7.199877 8.952972
N 10.114777 10.212078 14.122801
N 9.881474 14.055010 7.946325
N 9.689999 12.861042 13.405359
N 11.211981 10.744942 14.834408
N 12.831827 11.767603 12.994165
N 10.874348 13.178399 14.160912
C 12.590260 5.961657 13.390152
C 7.395101 6.727214 7.955612
C 11.526785 9.952894 15.868996
C 10.894361 14.991209 8.564779
C 8.686758 13.654191 13.877784
C 14.177536 11.888808 12.754860
C 11.721939 13.901047 17.403341
C 8.598768 8.470598 9.357880
C 7.032177 13.878549 11.985206
C 13.306115 10.588597 11.087704
C 9.227824 14.575098 14.837465
C 10.602109 8.933957 15.921588
C 7.254050 13.533634 13.410035
C 12.094511 8.848246 9.671278
C 13.183805 9.906203 9.756500
C 13.818299 9.289587 16.556203
C 8.926693 6.089887 9.714064
C 11.476588 14.742613 16.121662
C 15.156213 12.789941 13.475914
C 7.470719 8.308474 15.281508
C 8.645412 8.215747 14.231244
C 6.742454 12.157422 13.970356
C 12.843397 15.316564 15.625894
C 9.437264 13.051943 8.705327
C 8.300272 9.544806 8.327668
C 12.147584 9.934597 18.310240
C 15.453486 14.017820 12.604751
C 7.169591 10.909632 11.062865
C 13.089978 11.000296 8.672540
C 8.583159 11.989163 7.998625
C 9.075245 6.795845 13.885399
C 9.785888 9.045726 14.727379
C 14.488965 11.051666 11.661953
C 9.460340 14.403625 6.576983
C 12.578060 10.225193 16.872130
C 10.528571 14.219564 15.007549
C 16.521177 12.092002 13.705128
B 11.914279 12.040735 14.364065
H 11.143101 9.233877 9.342799
H 8.274508 8.742992 13.335336
H 8.684063 15.333874 15.444990
H 9.344716 6.687171 12.832586
H 7.380546 11.367919 13.627929
H 14.209137 9.500303 9.595480
H 12.835727 11.298696 16.789846
H 7.091895 7.580447 7.373179
H 11.838521 14.974265 8.030784
H 7.818312 5.953509 7.311499
H 13.492436 14.491748 15.309534
H 9.947979 6.539714 14.539626
H 12.782095 16.045499 14.792932
H 9.455878 13.485362 5.893221
H 7.921060 8.081428 16.253992
H 6.119426 13.501916 11.593470
H 7.525400 12.332762 7.974517
H 10.930509 15.628802 16.589214
H 8.889852 11.952490 6.973459
H 16.425400 11.025020 14.009059
H 8.448516 14.874289 6.612765
H 10.436417 8.144409 16.640911
H 12.033773 14.640953 18.223175
H 9.902722 6.351550 10.203909
H 17.104374 12.293110 12.775645
H 14.599104 14.620386 12.331652
H 6.788602 14.304336 14.037175
H 6.567334 6.282462 8.484318
H 9.061217 5.261560 8.984023
H 11.100436 14.605064 9.572070
H 12.359485 8.157979 8.881243
H 5.708138 11.939130 13.703458
H 13.470711 8.220495 16.556135
H 13.935072 11.690602 8.680722
H 12.299227 5.352928 14.276483
H 12.098917 8.830775 18.478785
H 12.832349 10.366617 19.069492
H 12.743196 12.354416 15.155634
H 10.626327 16.054796 8.595182
H 6.764936 12.206466 15.079862
H 10.830622 13.473052 17.866533
H 11.958157 8.324626 10.613484
H 14.575436 9.423701 17.383740
H 14.549398 13.039030 14.393566
H 14.281219 9.456228 15.577270
H 12.153693 6.929474 13.437194
H 6.922489 14.952873 11.882792
H 15.860228 13.644650 11.625942
H 8.297610 6.055875 14.118710
H 17.030137 12.610260 14.552480
H 10.170597 15.105010 6.180741
H 7.209239 9.630709 8.129943
H 8.234116 5.738158 10.514163
H 8.731183 9.276745 7.270987
H 7.788320 13.521406 11.233458
H 13.287355 15.821262 16.475341
H 12.230826 11.661092 8.808736
H 15.459839 10.939422 11.225174
H 12.500965 13.144714 17.232713
H 16.227573 14.648043 13.097395
H 6.606747 7.597026 15.056775
H 12.900208 10.536534 7.708544
H 11.142239 10.371865 18.495053
H 7.085307 9.346274 15.349348

Cartesian forces (eV/Å) of the 2 atoms listed first:
Eu 1.8758 -0.1144 1.3862
Cl -0.3310 0.3099 -0.2077

Values from the calculation:
Charge: +2
<S²>: 12.09
HOMO (alpha / beta): -0.40421 / -0.47016 Eh
E_LUMO (alpha / beta): -6.56 / -8.78 eV
Orbital gap (alpha / beta): 4.442 / 4.014 eV
Relative energy (zero: lowest compared OMol25 entry of this formula, charge and spin): 160.46 kcal/mol
2S+1: 7

These are the Mulliken partial charges, in e, on atoms 1 to 8: 1.23, -0.17, -0.15, -0.07, 0.17, -0.45, -0.21, 0.70


Density functional theory data (ωB97M-V/def2-TZVPD) for a 3-piece molecular cluster, C37H65N4O7 overall.

Element x y z (Å)
O -5.890954 3.885589 2.131161
O -4.356702 5.286794 2.878751
O -0.302018 3.876981 3.253987
O -0.187967 -3.354719 5.995302
O 3.539470 -4.816830 0.763060
O 2.742994 -1.983866 -4.359525
O 5.477178 -3.744636 1.264859
N 1.295409 -3.737148 0.207639
N 2.474497 -2.173791 -5.636553
N 0.085981 5.031364 3.764973
N 1.431116 -3.918557 1.504897
C -4.359427 3.265403 4.120338
C 1.759435 5.965056 5.355161
C 4.563688 -3.862921 0.533029
C -4.863299 4.217297 3.007787
C -5.497111 2.827275 1.227085
C 4.631645 -0.920538 -5.959242
C -0.971915 -2.863297 0.830353
C -1.413473 5.977087 1.980273
C -0.058854 6.072184 2.702120
C 2.536326 -4.693495 -5.599183
C 0.538291 -3.488246 -4.714528
C 3.791173 -4.675692 -6.466499
C -4.800360 -2.435013 0.625204
C 1.534588 3.555688 5.195589
C 2.546000 4.785664 3.273344
C 3.765651 -2.118682 -6.387079
C 2.785351 -4.490443 1.907470
C 0.098509 -3.241493 -0.064510
C -0.088186 7.479056 3.337976
C 1.675175 -3.430086 -5.750021
C -0.737296 -3.090087 2.239283
C -6.209302 -0.392295 -0.270483
C 3.495911 -1.857478 -7.886676
C 4.596076 -3.401439 -6.228523
C -5.120894 -1.502562 -0.599741
C -2.265730 -2.262529 0.250722
C -0.241597 -3.916664 4.954898
C 0.555021 -3.671170 2.482363
C 0.932446 -3.465465 -7.103321
C -5.855625 0.273537 1.104452
C 4.408054 -3.005135 -0.755189
C 2.457248 5.926835 2.263397
C -6.558054 1.665200 1.356689
C -3.417776 -2.109530 1.333391
C 0.942164 -4.019378 3.950978
C 1.447252 4.836165 4.346395
C 1.060755 6.002402 1.652635
H 3.192659 5.768275 1.470235
H 4.391920 -1.481212 -8.383284
H -4.071628 2.278517 3.680671
H 1.439165 2.648328 4.597099
H -7.241504 -0.819109 -0.247086
H 2.840909 -4.811503 -4.552508
H -2.689066 -2.856458 -0.590364
H -3.463410 3.675821 4.637302
H 0.914901 5.123989 1.013527
H 5.262706 -3.207346 -1.443792
H -1.508086 5.069111 1.382288
H -2.239646 6.007226 2.689857
H 1.942797 -5.578956 -5.843182
H -5.428669 3.174116 0.170829
H -4.476977 2.493976 1.533482
H -1.541765 6.813083 1.290222
H -3.415720 -1.108681 1.813719
H -2.027639 -1.230741 -0.115003
H 2.097050 6.887094 4.886886
H 4.393058 -1.937594 -0.434229
H -1.217034 -4.392317 4.634968
H -6.106473 -0.410647 1.945336
H -7.395511 1.805657 0.638460
H 5.021286 -3.444814 -5.219286
H -4.242172 -0.961494 -1.014951
H 2.720879 6.878062 2.733895
H 0.890544 6.188412 5.977803
H 0.761152 3.542269 5.967335
H 1.003753 6.870668 0.990887
H 3.334734 -3.806484 2.587427
H 2.502893 3.494255 5.695341
H 1.774372 -3.340399 4.271975
H -1.481607 -2.834828 3.005369
H 4.076093 0.016269 -6.044133
H 2.568867 5.673685 6.027405
H -4.748904 0.449551 1.148179
H -5.620271 -2.432280 1.376088
H -0.096329 -4.358227 -4.892836
H 4.997683 -1.011491 -4.935731
H -3.327814 -2.883393 2.140069
H 2.559633 -5.472300 2.387973
H 3.217278 -2.750742 -8.442090
H 0.885664 7.834954 3.666662
H 5.514445 -0.841393 -6.595468
H 0.163731 -4.241359 -7.100536
H 3.527093 -4.772105 -7.523111
H 5.446386 -3.380084 -6.915098
H 2.715332 -1.105760 -8.021563
H 4.408781 -5.545543 -6.229170
H 1.342774 -5.063257 4.042721
H 3.471205 -3.231462 -1.309741
H 0.431290 -2.515392 -7.300764
H -4.696231 -3.492158 0.270731
H -0.773420 7.511058 4.187738
H -6.147822 0.374128 -1.084355
H -0.435571 8.220143 2.615405
H 2.487743 3.836519 2.728279
H -6.978858 1.676389 2.386177
H -0.099810 -3.096531 -1.150612
H 0.908050 -3.579916 -3.690934
H -0.094146 -2.598798 -4.774250
H 1.571951 -3.700218 -7.950227
H 3.530621 4.802462 3.749073
H -5.181325 3.063681 4.848859
H -5.532858 -2.169095 -1.400458

Cartesian forces (eV/Å) of the 2 atoms listed first:
O 0.8120 -0.5772 0.1977
O -0.0484 0.5529 0.2024

Values from the calculation:
Charge: +1
<S²>: 2.01
HOMO (alpha / beta): -0.37365 / -0.40059 Eh
E_LUMO (alpha / beta): -4.56 / -4.56 eV
Orbital gap (alpha / beta): 5.611 / 6.344 eV
2S+1: 3

These are the Mulliken partial charges, in e, on atoms 1 to 8: -0.35, -0.49, -0.60, -0.41, -0.36, -0.53, -0.45, -0.85


Number 1: F_max 6.09 eV/Å. Number 2: F_max 3.68 eV/Å.